Record 1
The following is a quantum chemistry calculation of a cluster of 12 separate species, C28H82N2O22 in total, from the Open Molecules 2025 dataset.

Summary:
Multiplicity: 1
HOMO: -0.343 hartree
Energy above the lowest of the compared OMol25 structures with the same formula, charge and spin: 2.284 eV
F_max: 0.0640 hartree/bohr
SMILES string: COC[C@H](C)N.COC[C@H](C)N.OCCO.OCCO.OCCO.OCCO.OCCO.OCCO.OCCO.OCCO.OCCO.OCCO

Last column: Löwdin charge in e.
Atoms and positions in Å:
C 3.3073 6.8004 -0.2675  -0.099
O 2.4577 5.7658 -0.7671  -0.206
C 1.0445 5.8705 -0.4303  -0.164
C 0.2020 4.6080 -0.8502  -0.402
C -1.2353 4.8291 -0.4864  -0.047
N 0.7816 3.3980 -0.2588  0.072
H 4.3306 6.4905 -0.0555  0.084
H 2.8087 7.1669 0.6298  0.077
H 3.3923 7.6813 -0.9037  0.081
H 0.9188 5.9241 0.6511  0.119
H 0.6260 6.7627 -0.8961  0.124
H 0.4483 4.4826 -1.9046  0.139
H -1.6764 5.7865 -0.7637  0.085
H -1.4661 4.6272 0.5596  0.066
H -1.8345 4.1386 -1.0798  0.085
H 1.7599 3.5576 -0.4527  0.070
H 0.7677 3.5754 0.7354  0.079
C 4.0660 2.1508 -2.5727  -0.094
O 2.8286 2.5083 -3.2144  -0.197
C 2.5739 1.8261 -4.4634  -0.166
C 1.1273 2.0717 -4.9817  -0.402
C 0.1645 1.3618 -4.0635  -0.083
N 0.8584 1.5199 -6.3222  0.026
H 4.0978 1.1770 -2.0840  0.057
H 4.1971 2.9185 -1.8101  0.082
H 4.9957 2.1521 -3.1416  0.089
H 3.3641 2.0410 -5.1828  0.124
H 2.6857 0.7831 -4.1670  0.101
H 0.9617 3.1472 -5.0454  0.138
H -0.8992 1.5189 -4.2424  0.084
H 0.2789 1.7343 -3.0455  0.058
H 0.3855 0.2986 -3.9693  0.076
H 1.0576 0.5318 -6.3874  0.065
H -0.1515 1.5164 -6.3363  0.057
O -1.2009 -4.2136 1.6006  -0.054
C -2.1703 -5.0413 1.1159  -0.250
C -2.7243 -4.6009 -0.2730  -0.177
O -3.1214 -3.2357 -0.2690  -0.083
H -0.7982 -4.7540 2.2843  0.114
H -1.8102 -6.0668 1.0336  0.124
H -2.9945 -5.0740 1.8285  0.121
H -3.6395 -5.1365 -0.5253  0.124
H -1.9635 -4.8230 -1.0212  0.118
H -3.4897 -3.0447 0.5967  0.062
O 2.9968 -5.3374 -0.4256  -0.064
C 1.9762 -4.5987 0.2206  -0.238
C 2.4591 -3.8962 1.5200  -0.223
O 2.5618 -4.7693 2.6354  -0.062
H 2.5871 -5.9380 -1.0526  0.092
H 1.5538 -3.8214 -0.4162  0.091
H 1.1739 -5.2705 0.5259  0.109
H 1.7893 -3.0838 1.8019  0.093
H 3.4691 -3.5402 1.3168  0.120
H 3.2504 -5.4086 2.4385  0.085
O 4.4000 -2.8697 -3.7442  -0.061
C 4.1159 -2.6273 -2.3520  -0.219
C 2.8325 -1.8036 -2.1320  -0.217
O 1.7550 -2.5098 -2.7864  -0.076
H 4.9707 -3.6393 -3.8045  0.087
H 4.0334 -3.5290 -1.7452  0.099
H 4.9752 -2.0811 -1.9628  0.114
H 2.9664 -0.8061 -2.5506  0.082
H 2.7046 -1.5614 -1.0769  0.106
H 2.0898 -2.8989 -3.5976  0.074
O -0.8710 1.2394 0.0538  -0.096
C 0.0007 0.1153 -0.1634  -0.195
C -0.6383 -1.2345 0.1624  -0.186
O -0.8446 -1.4455 1.5531  -0.077
H -0.3938 2.0417 -0.1701  0.012
H 0.3240 0.0987 -1.2042  0.106
H 0.9223 0.2722 0.3972  0.105
H 0.1239 -1.8691 -0.2897  0.106
H -1.5606 -1.3891 -0.3975  0.112
H -0.9696 -2.3819 1.7234  0.049
O 0.7081 0.2763 2.9114  -0.085
C 1.1361 -0.7774 3.7537  -0.231
C 2.0911 -0.3361 4.8817  -0.203
O 3.4223 -0.1711 4.3741  -0.083
H 0.0238 -0.0382 2.3160  0.026
H 0.3054 -1.2223 4.3014  0.108
H 1.5963 -1.5062 3.0864  0.096
H 2.1884 -1.0413 5.7071  0.115
H 1.7334 0.5921 5.3273  0.117
H 3.5025 0.6597 3.8998  0.017
O 5.8680 1.3516 0.7257  -0.063
C 4.5824 0.7873 1.0696  -0.208
C 3.8245 1.8891 1.7673  -0.237
O 4.2653 2.0823 3.1017  -0.061
H 6.2948 1.7389 1.4934  0.072
H 4.0762 0.4893 0.1514  0.095
H 4.5544 -0.1556 1.6158  0.120
H 2.7739 1.5990 1.7859  0.104
H 3.8733 2.8234 1.2080  0.120
H 5.0285 2.6637 3.1333  0.100
O -3.1130 -4.6624 -4.0496  -0.039
C -2.5712 -3.5729 -4.6845  -0.303
C -2.1473 -2.5391 -3.6650  -0.223
O -3.2948 -2.1110 -2.9052  -0.068
H -4.0646 -4.5585 -4.1215  0.097
H -1.6804 -3.7659 -5.2823  0.113
H -3.2602 -3.2053 -5.4450  0.121
H -1.6953 -1.6775 -4.1563  0.108
H -1.4125 -3.0573 -3.0489  0.112
H -3.2238 -2.5779 -2.0694  0.026
O -3.8945 -1.7934 2.2514  -0.093
C -3.3826 -1.8594 3.5820  -0.194
C -4.0175 -1.0104 4.7234  -0.199
O -5.1461 -1.6995 5.2403  -0.081
H -3.3765 -1.1092 1.8210  0.043
H -3.3711 -2.8948 3.9225  0.120
H -2.3238 -1.6015 3.6077  0.099
H -4.4303 -0.0610 4.3823  0.104
H -3.2925 -0.8567 5.5226  0.122
H -5.7876 -1.9160 4.5597  0.084
O -1.5799 2.8387 2.3057  -0.098
C -2.4660 3.5480 3.1831  -0.222
C -3.8995 3.3420 2.7408  -0.232
O -4.3427 2.0456 3.0637  -0.069
H -0.6769 3.0413 2.5608  0.076
H -2.1833 3.2806 4.2012  0.123
H -2.1816 4.5935 3.0639  0.107
H -3.8784 3.4693 1.6585  0.110
H -4.5228 4.1623 3.0967  0.123
H -3.8161 1.3764 2.6205  0.039
O -5.5978 -1.2290 0.2092  -0.076
C -5.6310 0.1875 -0.0098  -0.204
C -4.1886 0.7684 -0.1264  -0.152
O -3.2924 0.5543 1.0121  -0.107
H -5.1282 -1.4117 1.0262  0.020
H -6.2216 0.4393 -0.8906  0.117
H -6.2175 0.5809 0.8205  0.110
H -4.3384 1.8306 -0.3197  0.111
H -3.8192 0.2941 -1.0356  0.115
H -2.4477 0.9238 0.7444  0.033

Forces on the atoms, in the same order (eV/Å):
-1.30 0.41 0.52
-0.42 -0.60 -0.21
0.43 -0.40 -0.17
2.14 1.53 -0.39
-1.05 -0.53 -0.73
0.02 0.85 0.39
-0.28 -0.61 -0.02
0.47 0.13 0.48
-0.25 -0.13 -0.58
0.21 0.38 0.38
-0.08 0.11 -0.02
-0.82 0.13 -0.38
0.55 0.32 0.08
0.25 -0.01 0.05
-0.12 -0.36 0.20
0.60 -0.72 -0.37
-0.22 -0.28 0.70
-0.36 0.67 0.33
0.53 0.00 -0.52
0.06 -0.44 0.81
0.51 -1.01 0.21
-0.12 0.66 2.10
0.39 0.56 -0.45
-0.68 -0.27 0.02
-0.01 -0.11 0.13
-0.28 0.33 -0.90
-0.13 0.32 -0.25
-0.19 -0.57 -0.61
-0.09 0.03 0.17
0.03 -0.06 -0.58
0.13 0.13 0.32
-0.03 -0.15 -0.42
0.49 -0.24 0.29
-0.26 0.19 -0.56
1.71 0.81 0.56
-2.64 -1.13 -1.61
-0.04 -0.07 1.19
0.98 -0.21 -0.44
0.59 0.49 0.35
0.09 -0.20 -0.21
-0.41 0.00 0.08
0.26 -0.77 0.12
-0.07 0.53 -0.24
-0.32 0.38 0.31
0.44 0.20 0.31
-0.66 0.55 1.17
0.70 -1.10 -0.92
-0.46 -0.08 0.05
-0.03 0.00 -0.02
0.01 -0.01 -0.36
-0.24 -0.04 -0.07
0.03 -0.10 -0.17
0.02 0.64 -0.13
0.07 -0.10 0.01
-0.95 0.09 0.45
0.51 0.65 0.70
1.00 -0.65 -2.00
-0.26 0.78 1.42
-0.01 -0.03 0.04
-0.08 -0.36 -0.38
0.01 0.27 0.30
-0.11 0.09 -0.55
-0.58 -0.89 0.20
0.41 0.10 -0.11
-0.46 -1.77 0.07
-0.59 0.77 0.12
0.48 0.78 -0.70
0.22 0.74 -0.45
0.63 0.58 -0.15
-0.24 -0.20 -0.31
0.09 -0.18 0.39
-0.03 -0.87 0.33
-0.06 0.14 0.01
-0.17 -0.50 -0.16
0.80 1.30 0.96
-0.13 -0.15 0.59
0.79 0.45 -1.45
-0.31 -0.43 0.47
-0.24 -0.49 0.14
-0.49 -0.26 -0.28
0.27 -0.42 0.56
-0.33 -0.38 -0.33
-0.18 0.22 -0.07
0.05 0.25 0.15
-0.19 -1.10 -0.48
0.35 1.13 -0.32
-0.94 -0.51 -0.36
-0.05 0.20 0.07
-0.12 -0.28 0.23
0.13 0.56 -0.40
0.71 0.16 0.68
-0.20 0.03 0.45
0.22 0.01 -0.18
-0.04 0.03 0.00
-0.44 -1.51 0.32
0.70 1.74 -1.04
-1.17 0.07 -0.11
1.03 -0.05 -0.56
-0.01 -0.19 0.29
0.30 -0.85 0.11
-0.29 0.51 0.17
0.11 0.08 0.06
0.17 0.30 0.34
-0.43 0.08 0.57
-0.09 -0.54 1.22
1.05 0.30 1.20
-1.38 -0.75 -1.81
-0.12 -0.52 1.24
0.29 0.80 -0.57
-0.48 -0.16 -0.07
0.21 0.25 -0.54
0.76 0.38 -0.26
-0.14 -0.16 0.00
0.19 0.25 -0.28
-0.48 -0.32 -0.26
1.25 0.79 -0.33
1.32 -0.68 -0.36
-1.18 0.76 1.08
0.06 -0.27 0.18
-0.76 -0.20 0.28
-0.41 0.53 0.15
-0.01 0.03 -0.37
-0.34 -0.54 0.56
0.34 0.07 -0.73
-0.40 0.29 -1.29
0.93 -0.73 1.80
-1.16 -0.24 -0.05
-2.10 -0.41 -0.86
-0.09 0.13 0.35
0.41 -0.34 -0.33
0.28 0.64 0.24
0.37 0.27 0.10
0.59 -0.01 0.09
1.05 0.32 -0.20

Record 2
The following is a quantum chemistry calculation of a cluster of 10 separate species, C28H82N6O10 in total, from the Open Molecules 2025 dataset.

Summary:
Multiplicity: 1
HOMO: -0.332 hartree
Energy above the lowest of the compared OMol25 structures with the same formula, charge and spin: 2.191 eV
F_max: 0.0824 hartree/bohr
SMILES string: COC[C@H](C)N.COC[C@H](C)N.COC[C@H](C)N.COC[C@H](C)N.COC[C@H](C)N.COC[C@H](C)N.CO.CO.CO.CO

Last column: Löwdin charge in e.
Atoms and positions in Å:
C 2.9756 -7.4028 15.8201  -0.114
O 3.7898 -7.5218 17.0056  -0.219
C 3.2469 -6.6514 18.0008  -0.211
C 4.4086 -6.3831 18.9393  -0.468
C 3.9708 -5.6729 20.1724  -0.078
N 5.4850 -5.6083 18.3080  0.055
H 3.2365 -6.4565 15.3096  0.088
H 1.8538 -7.4173 15.9587  0.105
H 3.2198 -8.2059 15.0597  0.074
H 3.0819 -5.7001 17.5620  0.104
H 2.3330 -7.0338 18.3996  0.122
H 4.7369 -7.4123 19.2603  0.124
H 3.3648 -4.7697 19.9359  0.088
H 4.9031 -5.3688 20.6162  0.069
H 3.3900 -6.2680 20.9133  0.088
H 5.9457 -6.1884 17.6197  0.046
H 5.1799 -4.7001 17.9393  0.086
C 7.8907 -9.9082 19.3133  -0.098
O 7.8827 -9.9920 17.8905  -0.219
C 7.3270 -8.9010 17.1599  -0.224
C 7.1510 -9.2847 15.7232  -0.457
C 6.8672 -8.0358 14.8937  -0.036
N 6.1373 -10.3086 15.5877  0.069
H 8.3471 -8.9273 19.6817  0.109
H 8.5177 -10.7773 19.6831  0.097
H 6.8869 -10.0572 19.6980  0.061
H 6.3579 -8.5331 17.6261  0.132
H 8.0401 -8.0447 17.2016  0.132
H 8.1247 -9.7874 15.4951  0.152
H 5.8708 -7.8304 15.0195  0.019
H 6.8921 -8.3615 13.7789  0.113
H 7.5700 -7.2173 15.0740  0.085
H 5.3372 -9.8418 16.0600  0.084
H 6.3639 -11.0551 16.2005  0.037
C 2.2213 -14.3150 16.2578  -0.119
O 2.5420 -13.0739 16.7927  -0.196
C 2.3082 -13.0306 18.2063  -0.179
C 2.8674 -11.7238 18.6910  -0.447
C 2.1903 -10.5325 18.0661  -0.036
N 4.2937 -11.6847 18.4697  0.071
H 1.1456 -14.4085 16.0354  0.077
H 2.4251 -15.1901 16.9074  0.090
H 2.8671 -14.3927 15.3198  0.107
H 1.2766 -13.2716 18.5010  0.142
H 2.8899 -13.8367 18.5938  0.089
H 2.7281 -11.6496 19.7806  0.140
H 1.0584 -10.6267 18.2346  0.116
H 2.3477 -10.4542 17.0151  0.049
H 2.5331 -9.5921 18.4669  0.051
H 4.7003 -12.5865 18.8202  0.065
H 4.3821 -11.6226 17.4451  0.077
C 7.0101 -13.5276 18.5115  -0.074
O 6.0238 -13.8572 19.5156  -0.250
C 6.1598 -15.2440 19.8907  -0.214
C 5.5806 -15.3611 21.2616  -0.443
C 4.2174 -14.7066 21.3584  -0.063
N 6.4336 -14.6798 22.2651  0.021
H 6.7628 -12.4836 18.1519  0.078
H 6.9555 -14.1820 17.6497  0.067
H 8.0216 -13.6555 18.9852  0.107
H 5.6180 -15.9150 19.2357  0.116
H 7.2100 -15.5949 19.8707  0.127
H 5.5023 -16.4405 21.4958  0.146
H 3.5492 -15.0879 20.5821  0.074
H 4.3426 -13.6222 21.1841  0.075
H 3.7813 -14.9567 22.3241  0.082
H 6.4660 -13.6430 22.1221  0.088
H 7.3757 -15.0887 22.3778  0.077
C 7.6236 -12.5995 10.9680  -0.131
O 6.5568 -12.2907 11.8480  -0.197
C 5.2899 -12.7391 11.3839  -0.186
C 4.2462 -12.5360 12.4951  -0.416
C 2.8854 -12.8292 11.9137  -0.066
N 4.2814 -11.1993 13.0967  0.077
H 8.5704 -11.9962 11.2474  0.118
H 7.4371 -12.4066 9.9535  0.064
H 7.9131 -13.6599 11.0511  0.087
H 4.9718 -12.3000 10.4623  0.115
H 5.3990 -13.8126 11.1553  0.130
H 4.4046 -13.2520 13.2640  0.119
H 2.0765 -12.6976 12.6743  0.060
H 2.8369 -13.8261 11.5105  0.080
H 2.6900 -12.1357 11.1327  0.068
H 5.0273 -11.2805 13.7712  0.031
H 4.5706 -10.4684 12.4513  0.090
C 8.3317 -13.5633 13.8530  -0.133
O 7.6073 -14.6755 13.4601  -0.180
C 7.6873 -15.7363 14.3948  -0.199
C 6.4053 -16.5497 14.3325  -0.485
C 6.3102 -17.5381 15.5123  -0.045
N 6.0618 -17.2662 13.1821  0.049
H 9.2791 -13.8339 14.3641  0.094
H 7.8683 -12.9234 14.6303  0.096
H 8.6490 -13.0700 12.9279  0.054
H 8.5235 -16.3947 14.1330  0.135
H 7.8412 -15.3812 15.3993  0.104
H 5.6181 -15.7767 14.4445  0.136
H 6.3504 -16.9525 16.4957  0.091
H 7.1224 -18.1582 15.3976  0.045
H 5.3083 -17.9694 15.4753  0.083
H 6.2095 -16.7624 12.3234  0.077
H 6.4858 -18.1654 13.1164  0.070
C 4.2217 -9.5317 21.7901  -0.167
O 4.1174 -9.1539 20.4417  -0.160
H 4.6433 -10.5370 21.9738  0.074
H 4.9003 -8.8904 22.3657  0.070
H 3.2015 -9.4082 22.2737  0.095
H 4.3221 -9.8499 19.7904  0.037
C 1.1587 -10.1408 13.7614  -0.148
O 1.4964 -11.1221 14.7137  -0.169
H 1.7332 -9.1869 13.9241  0.066
H 1.3619 -10.4355 12.7037  0.075
H 0.0712 -10.0061 13.8561  0.089
H 2.4030 -11.4646 14.6237  0.063
C -2.5547 -11.5265 17.6556  -0.171
O -2.5661 -12.8706 17.2065  -0.137
H -2.4211 -10.9200 16.7721  0.071
H -3.4825 -11.3131 18.0798  0.048
H -1.7505 -11.2630 18.4043  0.084
H -2.0312 -12.8109 16.3840  0.039
C -0.6574 -13.6054 13.8056  -0.165
O -0.8640 -12.6192 14.7684  -0.130
H -0.0500 -14.4909 14.0554  0.079
H -1.5854 -13.9463 13.4171  0.070
H -0.1503 -13.1180 12.9555  0.074
H 0.0350 -12.2725 14.9233  0.047

Forces on the atoms, in the same order (eV/Å):
0.31 -0.41 -1.10
-1.75 -0.21 -1.19
2.14 -0.13 -0.43
-0.41 -1.45 0.33
-0.86 0.64 0.92
-0.08 -0.51 0.37
-0.23 -0.13 0.25
1.16 -0.11 0.39
-0.06 0.58 1.20
-0.74 1.14 -0.76
-0.55 -0.47 0.63
0.36 1.18 -0.42
0.39 -0.35 0.13
0.14 0.41 0.65
0.39 0.15 -0.73
-0.09 0.43 -0.32
0.09 -0.74 0.02
1.17 0.10 0.02
-0.09 -0.19 -0.12
0.09 1.33 1.76
1.95 -0.59 0.37
2.08 -2.40 -2.66
-1.73 1.46 -0.35
-0.64 -1.19 -0.43
-0.59 1.09 -0.47
-0.28 0.28 0.20
0.75 -0.53 -0.44
-0.28 -0.32 0.16
-0.51 0.62 -0.40
-2.45 1.28 0.70
0.33 0.70 1.66
-0.37 -0.13 0.00
-0.01 -0.74 -0.53
0.44 -0.84 0.65
0.45 -0.80 -1.58
-0.43 0.17 0.84
-0.16 -0.15 -0.79
-0.47 0.26 1.05
-2.06 0.00 0.58
0.84 -0.26 -0.25
0.22 0.21 -0.23
0.39 0.50 0.00
-1.12 -0.25 0.98
-0.16 0.52 -0.38
0.65 -0.72 0.76
-0.23 -0.22 -0.11
1.52 0.28 -0.27
0.08 -0.30 -0.96
0.08 0.22 0.48
-0.30 1.16 -0.65
0.45 -0.31 0.61
-0.20 0.98 0.77
1.19 -1.06 -1.07
0.01 0.48 -0.14
0.73 0.32 1.17
-0.17 -0.10 -0.42
0.23 0.22 0.26
0.74 -1.03 0.64
-0.15 -0.38 -0.22
-0.72 0.56 -0.62
-0.35 0.05 -0.70
-0.23 0.47 0.08
0.12 0.46 0.16
-0.02 0.02 -0.01
-0.29 -0.45 0.40
-0.02 0.41 0.03
0.14 -1.55 -0.02
-0.84 0.55 -0.33
1.80 0.10 1.78
0.10 0.57 -0.67
0.78 -1.35 1.31
-0.24 0.70 -1.51
-0.74 0.04 1.11
0.02 -0.66 0.44
-1.71 -0.72 -0.29
-0.67 0.50 -1.50
-0.21 0.10 0.02
-0.08 0.93 -0.73
-0.27 -0.03 0.13
0.52 -0.56 0.89
0.71 -0.23 -0.52
-0.10 -0.50 -0.18
-0.33 0.65 -0.87
0.32 0.77 0.37
-0.08 -0.26 -0.10
1.86 0.57 0.51
-0.51 -0.64 0.33
-0.11 -0.93 -1.08
-1.04 1.31 2.20
-1.93 3.63 1.04
-0.34 -0.31 -1.75
-0.12 -0.35 -0.31
-0.48 -0.01 -0.81
-0.38 0.40 0.84
0.31 0.06 0.02
-0.02 0.36 0.54
0.13 -0.19 0.22
0.25 -0.93 -1.21
1.57 -2.06 0.24
0.42 -0.55 -0.04
0.06 0.14 -0.18
0.43 -0.59 -0.06
-0.72 -0.22 1.03
0.21 0.16 -0.43
-0.56 0.11 -0.38
-0.04 0.34 -0.41
1.11 -0.49 -0.43
0.08 -0.21 0.51
0.42 0.62 -0.82
0.03 -0.57 0.28
-0.76 -0.77 -0.02
-0.05 -0.06 0.73
0.42 0.27 0.03
-0.14 0.55 -0.36
1.69 -0.20 -0.22
0.84 0.17 -0.48
0.06 0.73 -0.06
-1.58 0.44 0.83
-0.57 -0.52 -0.67
-0.30 -0.68 0.48
0.88 0.16 -1.59
0.38 -0.20 0.97
-0.15 0.34 0.55
-0.99 -0.33 -0.08
0.00 -0.34 -0.04
-0.19 0.51 0.31